# 1
# C37H43F3N4O5SScSe

A molecular structure, C37H43F3N4O5SScSe (ωB97M-V/def2-TZVPD, the Open Molecules 2025 dataset).

Each line ends with the Mulliken charge.
Positions of all 95 atoms, in Å:
Sc: 0.14 -0.67 0.46  -1.237
C: 1.03 -3.80 -1.05  -0.944
C: -0.50 -3.83 -1.16  -1.007
N: -1.14 -3.14 -0.04  0.033
C: -1.50 -3.97 1.09  -0.764
C: -0.29 -4.44 1.89  -0.628
S: 0.80 -3.06 2.37  0.003
C: 2.38 -3.54 1.62  -1.009
C: 2.73 -2.76 0.34  -0.167
N: 1.56 -2.54 -0.51  0.525
H: 1.35 -4.60 -0.39  0.373
H: 1.46 -4.02 -2.03  0.390
H: -0.81 -3.34 -2.08  0.282
H: -0.82 -4.88 -1.23  0.418
H: -1.95 -2.61 -0.37  0.269
H: -2.15 -3.38 1.73  0.015
H: -2.06 -4.87 0.77  0.484
H: -0.63 -4.93 2.80  0.606
H: 0.31 -5.16 1.33  0.318
H: 3.16 -3.36 2.36  0.485
H: 2.35 -4.61 1.45  0.605
H: 3.13 -1.78 0.60  -0.160
H: 3.52 -3.31 -0.19  0.432
H: 1.83 -1.92 -1.27  -0.047
O: 6.39 1.88 3.20  -0.731
C: 5.65 1.62 2.26  0.072
O: 5.88 1.53 1.02  -0.731
C: 4.19 1.24 2.53  0.797
C: 3.87 0.02 3.10  -0.707
C: 2.59 -0.47 2.97  -0.798
N: 1.62 0.16 2.29  -0.072
C: 1.89 1.42 1.92  0.337
C: 3.14 2.00 2.04  -0.567
C: 0.80 2.12 1.14  0.246
O: 0.87 3.33 0.95  -0.761
O: -0.11 1.33 0.69  0.337
H: 4.63 -0.57 3.60  0.478
H: 2.33 -1.42 3.41  0.955
H: 3.28 2.99 1.64  0.441
O: 2.08 0.06 -0.53  0.761
C: 2.57 1.06 -1.12  -0.393
C: 1.75 1.95 -2.02  1.747
C: 2.32 2.23 -3.43  -0.320
C: 3.74 1.72 -3.71  -0.984
C: 4.82 2.46 -2.91  -0.777
C: 4.43 2.62 -1.45  -0.938
N: 3.83 1.41 -0.91  0.331
H: 1.63 2.88 -1.46  0.516
H: 0.76 1.51 -2.10  -2.154
H: 2.28 3.30 -3.63  0.349
H: 1.66 1.77 -4.16  0.025
H: 3.95 1.82 -4.78  0.514
H: 3.79 0.65 -3.49  0.185
H: 4.98 3.45 -3.34  0.374
H: 5.76 1.92 -2.99  0.341
H: 3.72 3.45 -1.33  0.297
H: 5.29 2.83 -0.82  0.632
H: 4.39 0.98 -0.15  0.439
C: -2.42 4.93 -4.24  -1.600
C: -2.16 3.54 -3.71  0.705
C: -1.47 2.60 -4.46  -0.778
C: -1.19 1.33 -3.97  1.081
C: -0.46 0.35 -4.85  -1.877
C: -1.61 0.99 -2.67  -0.101
Se: -1.11 -0.73 -1.98  -0.268
C: -2.37 1.90 -1.92  1.244
C: -2.93 1.58 -0.57  -1.669
C: -2.61 3.17 -2.46  -1.008
H: -2.04 5.04 -5.26  0.344
H: -1.94 5.68 -3.62  0.326
H: -3.49 5.16 -4.26  0.366
H: -1.12 2.86 -5.46  0.238
H: -0.20 0.81 -5.80  0.403
H: -1.09 -0.52 -5.04  0.367
H: 0.44 -0.03 -4.36  0.305
H: -3.02 0.51 -0.42  0.079
H: -3.91 2.05 -0.46  0.547
H: -2.28 1.96 0.22  0.173
H: -3.18 3.87 -1.86  0.414
F: -7.52 -2.59 6.22  -0.263
C: -7.29 -1.31 5.87  0.806
F: -8.42 -0.85 5.30  -0.291
F: -7.13 -0.62 7.02  -0.263
C: -6.10 -1.18 4.97  0.401
C: -6.22 -0.66 3.69  -0.667
C: -5.10 -0.56 2.88  -0.397
C: -3.84 -0.98 3.33  0.389
C: -3.74 -1.49 4.63  -0.465
C: -4.86 -1.59 5.44  -0.938
C: -2.69 -0.89 2.49  0.548
C: -1.71 -0.81 1.78  -0.442
H: -7.18 -0.34 3.32  0.436
H: -5.18 -0.16 1.88  0.493
H: -2.77 -1.80 5.00  0.491
H: -4.77 -1.99 6.45  0.356

HOMO level ... -5.175 eV
Total charge ... -1
Energy above the lowest of the compared OMol25 structures with the same formula, charge and spin ... 21.4 kJ/mol
E_LUMO ... 1.9 eV


# 2
# C3H6F6KN3O15S6

A molecular structure, C3H6F6KN3O15S6 (ωB97M-V/def2-TZVPD, the Open Molecules 2025 dataset).

Each line ends with the Mulliken charge.
Positions of all 40 atoms, in Å:
K: 17.67 -7.40 -6.80  1.135
N: 21.18 -5.87 -5.89  -0.360
S: 19.83 -5.41 -5.42  1.011
O: 18.61 -6.23 -5.45  -0.447
O: 19.72 -3.93 -5.41  -0.705
F: 20.42 -5.51 -3.89  -0.432
S: 20.63 -5.62 -7.55  1.114
O: 20.30 -4.32 -8.16  -0.551
O: 19.80 -6.75 -8.04  -0.510
F: 22.09 -5.89 -8.24  -0.376
N: 15.83 -8.30 -6.95  0.183
S: 14.31 -7.76 -6.35  1.005
O: 13.27 -8.79 -6.06  -0.628
O: 13.87 -6.39 -6.66  -0.465
F: 14.71 -7.62 -4.82  -0.277
S: 15.26 -8.71 -8.29  0.935
O: 14.80 -7.63 -9.15  -0.619
O: 14.66 -10.04 -8.52  -0.638
F: 16.73 -8.92 -8.94  -0.316
N: 18.38 -8.98 -5.65  0.069
S: 19.15 -8.74 -4.19  0.930
O: 20.11 -7.68 -4.12  -0.472
O: 19.34 -9.91 -3.32  -0.652
F: 17.87 -8.10 -3.35  -0.357
S: 19.62 -9.63 -6.27  0.917
O: 19.87 -11.02 -5.91  -0.681
O: 20.74 -8.72 -6.52  -0.476
F: 19.01 -9.89 -7.72  -0.288
C: 18.74 -2.11 -7.48  -0.463
O: 17.47 -2.71 -7.47  -0.448
C: 17.26 -4.12 -7.30  0.487
O: 18.17 -4.94 -7.09  -0.285
O: 16.02 -4.31 -7.61  -0.352
C: 15.45 -5.61 -7.73  -0.629
H: 19.01 -2.00 -8.53  0.248
H: 19.48 -2.64 -6.88  0.220
H: 18.73 -1.06 -7.19  0.258
H: 15.15 -6.01 -8.69  0.494
H: 14.58 -5.64 -7.07  0.540
H: 16.11 -6.40 -7.36  -0.121

HOMO level ... -3.728 eV
Total charge ... -2
E_LUMO ... 4.2 eV


# 3
# C53H55BrFN4O3P2ScSi

A molecular structure, C53H55BrFN4O3P2ScSi (ωB97M-V/def2-TZVPD, the Open Molecules 2025 dataset).

Each line ends with the Mulliken charge.
Positions of all 121 atoms, in Å:
Sc: 0.51 0.14 1.26  -0.923
O: 2.82 3.42 2.64  -0.700
C: 2.32 3.65 3.87  0.401
C: 3.10 4.40 4.75  -0.685
C: 2.65 4.69 6.02  -0.319
C: 1.41 4.24 6.45  -0.894
C: 0.64 3.49 5.58  -0.163
C: 1.07 3.19 4.29  -0.342
C: 0.15 2.40 3.37  0.305
O: 0.83 1.72 2.38  0.383
N: -0.79 3.35 2.79  0.180
N: -1.79 2.90 2.04  -0.295
C: -2.71 3.71 1.69  -0.545
C: -3.79 3.33 0.79  0.273
Br: -3.63 1.63 -0.05  -0.086
C: -4.84 4.09 0.46  -0.900
C: -5.19 5.39 1.06  0.423
C: -5.12 5.65 2.43  -0.409
C: -5.49 6.88 2.94  -0.525
C: -5.96 7.88 2.10  -0.425
C: -6.06 7.63 0.74  -0.501
C: -5.69 6.40 0.22  -0.445
H: 2.22 2.77 2.21  0.206
H: 4.07 4.74 4.41  0.441
H: 3.27 5.27 6.69  0.384
H: 1.05 4.46 7.45  0.416
H: -0.33 3.11 5.90  0.433
H: -0.41 1.68 4.00  -0.189
H: -0.86 4.26 3.22  0.504
H: -2.69 4.75 2.01  0.588
H: -5.50 3.73 -0.32  0.411
H: -4.79 4.86 3.10  0.543
H: -5.43 7.05 4.01  0.378
H: -6.25 8.84 2.50  0.380
H: -6.43 8.40 0.07  0.369
H: -5.77 6.21 -0.84  0.409
C: 4.27 -0.71 -1.98  -1.073
Si: 3.72 -0.14 -0.25  0.381
C: 3.90 -1.61 0.90  -1.054
C: 4.91 1.17 0.34  -1.307
N: 2.08 0.44 -0.26  1.589
C: 1.75 1.49 -1.10  0.217
C: 2.58 2.10 -2.06  -0.607
C: 2.14 3.13 -2.88  -1.457
C: 0.85 3.62 -2.80  -0.652
C: -0.01 3.07 -1.86  -0.763
C: 0.46 2.05 -1.08  0.319
F: -0.43 1.49 -0.17  0.152
H: 4.73 -1.70 -1.93  0.309
H: 5.02 -0.03 -2.40  0.562
H: 3.44 -0.76 -2.70  0.246
H: 4.60 -2.33 0.47  0.470
H: 2.96 -2.14 1.08  0.060
H: 4.29 -1.30 1.87  0.362
H: 5.92 0.75 0.40  0.375
H: 4.63 1.53 1.33  0.280
H: 4.95 2.04 -0.33  0.335
H: 3.59 1.75 -2.17  0.358
H: 2.83 3.55 -3.60  0.417
H: 0.51 4.43 -3.44  0.406
H: -1.04 3.39 -1.73  0.528
N: -2.25 -1.00 4.25  -0.336
C: -1.18 -0.87 3.46  0.465
O: -1.31 -0.37 2.33  -0.060
C: 0.17 -1.34 3.94  -1.204
C: 1.15 -1.47 2.77  -0.786
H: -3.14 -0.66 3.92  0.258
H: -2.17 -1.41 5.16  0.206
H: 0.03 -2.25 4.54  0.551
H: 0.52 -0.57 4.65  0.331
H: 1.07 -2.49 2.37  0.351
H: 2.17 -1.38 3.15  0.728
C: 0.89 -2.90 -0.95  0.091
P: -0.53 -1.74 -0.64  1.686
C: -1.89 -2.91 -0.31  0.465
C: -2.67 -3.51 -1.29  -0.355
C: -3.61 -4.47 -0.94  -0.957
C: -3.78 -4.84 0.38  -0.741
C: -2.99 -4.26 1.36  -0.679
C: -2.06 -3.30 1.02  -0.444
C: -0.86 -0.99 -2.27  1.426
C: 0.22 -0.56 -3.05  0.133
C: 0.02 0.13 -4.23  -0.808
C: -1.26 0.42 -4.66  -0.879
C: -2.35 0.04 -3.88  -1.152
C: -2.15 -0.65 -2.69  -0.688
P: 0.53 -4.62 -1.52  0.000
C: 0.07 -4.37 -3.27  0.572
C: 0.66 -3.44 -4.12  0.522
C: 0.24 -3.31 -5.44  -0.755
C: -0.77 -4.12 -5.93  -0.687
C: -1.37 -5.05 -5.10  -0.684
C: -0.95 -5.17 -3.78  -0.503
C: 2.26 -5.23 -1.68  0.582
C: 3.35 -4.46 -2.08  0.420
C: 4.62 -5.01 -2.16  -0.864
C: 4.82 -6.35 -1.85  -0.485
C: 3.75 -7.13 -1.46  -0.626
C: 2.48 -6.57 -1.37  -0.526
H: 1.38 -3.02 0.02  0.115
H: 1.60 -2.36 -1.58  -0.884
H: -2.53 -3.27 -2.33  0.732
H: -4.21 -4.94 -1.72  0.478
H: -4.52 -5.59 0.65  0.393
H: -3.10 -4.56 2.40  0.460
H: -1.43 -2.85 1.79  0.063
H: 1.23 -0.76 -2.71  -0.856
H: 0.88 0.45 -4.80  0.476
H: -1.42 0.95 -5.58  0.478
H: -3.35 0.28 -4.19  0.417
H: -3.00 -0.90 -2.07  0.826
H: 1.46 -2.80 -3.76  0.116
H: 0.71 -2.57 -6.08  0.449
H: -1.10 -4.01 -6.95  0.404
H: -2.16 -5.69 -5.47  0.425
H: -1.42 -5.89 -3.12  0.398
H: 3.22 -3.41 -2.32  -0.219
H: 5.45 -4.39 -2.47  0.454
H: 5.81 -6.77 -1.92  0.394
H: 3.90 -8.17 -1.21  0.404
H: 1.65 -7.18 -1.04  0.376

HOMO level ... -7.303 eV
Total charge ... 0
Energy above the lowest of the compared OMol25 structures with the same formula, charge and spin ... 83.7 kJ/mol
E_LUMO ... 0.2 eV


# 4
# C34H55N4O3OsSi3

A molecular structure, C34H55N4O3OsSi3 (ωB97M-V/def2-TZVPD, the Open Molecules 2025 dataset).

Each line ends with the Mulliken charge.
Positions of all 100 atoms, in Å:
Os: 0.09 -0.71 -0.40  1.231
C: 1.87 -4.97 5.06  -1.671
C: 1.42 -3.87 4.14  -0.270
C: 1.31 -2.55 4.59  -0.512
C: 0.84 -1.53 3.77  0.784
C: 0.68 -0.23 4.43  -1.143
N: -0.43 0.37 4.67  0.230
C: -1.82 -0.09 4.46  -1.149
C: -2.12 -0.49 3.01  1.546
C: -3.52 -0.17 2.51  -1.575
N: -3.72 1.27 2.28  0.110
C: -3.72 1.92 1.17  -0.668
C: -3.52 1.50 -0.20  1.135
C: -4.38 2.20 -1.08  -1.198
C: -4.47 1.92 -2.42  -0.230
C: -5.42 2.65 -3.33  -1.601
C: -3.60 0.95 -2.90  -0.744
C: -2.65 0.32 -2.09  0.799
C: -1.73 -0.57 -2.78  -0.618
N: -0.59 -0.98 -2.36  0.622
C: 0.17 -1.83 -3.28  -0.319
C: 0.35 -3.25 -2.73  -0.784
C: -0.57 -3.53 -1.56  -1.111
N: -0.12 -2.78 -0.37  0.160
C: 0.22 -3.49 0.65  -0.418
C: 0.66 -3.08 1.95  0.352
C: 1.05 -4.10 2.83  -0.657
C: 0.61 -1.73 2.39  0.348
O: 0.35 -0.72 1.61  -0.379
C: -2.59 0.56 -0.71  0.318
O: -1.67 0.02 0.08  -0.105
H: 2.53 -4.59 5.84  0.429
H: 2.41 -5.75 4.51  0.430
H: 1.01 -5.45 5.54  0.313
H: 1.56 -2.33 5.62  0.541
H: 1.56 0.26 4.84  0.606
H: -0.34 1.24 5.19  0.422
H: -2.44 0.74 4.79  0.522
H: -1.99 -0.91 5.15  0.300
H: -1.96 -1.56 2.89  0.391
H: -1.43 0.01 2.35  -0.743
H: -4.31 -0.49 3.20  0.636
H: -3.69 -0.68 1.56  0.288
H: -3.98 1.81 3.10  0.385
H: -4.02 2.96 1.28  0.524
H: -5.03 2.96 -0.66  0.459
H: -6.22 3.12 -2.77  0.403
H: -5.86 1.96 -4.06  0.423
H: -4.89 3.42 -3.89  0.325
H: -3.62 0.70 -3.96  0.523
H: -2.03 -0.86 -3.78  0.530
H: 1.14 -1.36 -3.44  -1.003
H: -0.35 -1.86 -4.24  0.934
H: 1.38 -3.42 -2.42  0.238
H: 0.15 -3.97 -3.52  0.510
H: -0.58 -4.59 -1.32  0.640
H: -1.60 -3.24 -1.78  0.322
H: 0.14 -4.57 0.53  0.341
H: 1.08 -5.12 2.45  0.592
C: 3.06 -2.38 -0.22  -1.193
O: 2.23 -1.28 -0.63  -0.551
Si: 2.84 0.13 -1.41  0.164
C: 4.41 0.74 -0.62  -1.318
C: 3.39 -0.32 -3.13  -1.469
C: 1.17 0.96 -1.12  0.373
Si: 0.72 2.13 -2.61  0.151
C: 2.25 3.08 -3.13  -1.143
C: -0.65 3.32 -2.12  -0.742
C: 0.16 1.34 -4.23  -1.328
Si: 1.37 2.07 0.50  0.392
C: 2.25 3.67 0.13  -1.359
C: -0.28 2.57 1.24  -0.704
C: 2.37 1.26 1.88  -1.324
H: 4.07 -2.21 -0.57  0.659
H: 2.69 -3.31 -0.65  0.317
H: 3.07 -2.45 0.87  0.171
H: 5.22 0.05 -0.87  0.557
H: 4.41 0.90 0.45  0.396
H: 4.67 1.68 -1.11  0.364
H: 3.94 -1.26 -3.06  0.565
H: 4.13 0.42 -3.46  0.457
H: 2.67 -0.42 -3.93  0.345
H: 2.57 3.86 -2.45  0.419
H: 2.02 3.56 -4.08  0.490
H: 3.11 2.44 -3.33  0.224
H: -0.28 4.14 -1.49  0.416
H: -1.47 2.84 -1.59  -0.049
H: -1.06 3.78 -3.02  0.496
H: 0.79 0.53 -4.59  0.348
H: 0.27 2.15 -4.96  0.669
H: -0.88 1.04 -4.27  0.332
H: 1.67 4.36 -0.49  0.360
H: 3.25 3.56 -0.29  0.342
H: 2.36 4.16 1.11  0.457
H: -0.80 3.29 0.61  0.458
H: -0.08 3.06 2.20  0.641
H: -0.94 1.72 1.43  -0.251
H: 2.67 0.22 1.73  0.267
H: 1.76 1.31 2.79  0.223
H: 3.27 1.85 2.07  0.610

HOMO level (alpha / beta) ... -15.712 / -15.716 eV
Total charge ... +3
E_LUMO (alpha / beta) ... -9.3 / -9.2 eV


# 5
# C26H16F6O16Zr

A molecular structure, C26H16F6O16Zr (ωB97M-V/def2-TZVPD, the Open Molecules 2025 dataset).

Each line ends with the natural charge from an NBO analysis.
Positions of all 65 atoms, in Å:
Zr: -0.40 0.47 -0.33  2.483
C: -1.51 3.03 2.89  -0.420
C: -1.69 2.30 1.66  0.394
C: -2.31 0.83 1.88  0.473
O: -2.05 0.07 0.99  -0.756
C: -2.95 0.50 3.14  -0.486
C: -2.69 1.29 4.16  0.377
C: -2.04 2.68 4.10  0.407
O: -1.59 3.37 5.09  -0.529
O: -3.15 0.92 5.31  -0.641
O: -1.04 2.23 0.64  -0.743
H: -0.86 3.89 2.84  0.229
H: -3.51 -0.42 3.28  0.206
C: 2.02 2.86 2.49  -0.461
C: 1.77 2.81 3.94  0.424
C: 1.13 1.49 4.59  0.443
O: 0.50 1.70 5.63  -0.522
C: 1.01 0.29 3.68  -0.444
C: 1.35 0.42 2.35  0.338
C: 1.80 1.78 1.77  0.344
O: 1.83 1.94 0.44  -0.781
O: 0.80 -0.40 1.52  -0.835
O: 1.62 3.82 4.68  -0.580
H: 2.16 3.77 1.93  0.220
H: 0.58 -0.59 4.14  0.214
C: -0.09 2.33 -4.24  -0.458
C: -0.49 1.78 -3.00  0.408
C: -1.84 1.00 -2.88  0.388
O: -2.06 0.51 -1.74  -0.787
C: -2.69 0.98 -4.04  -0.449
C: -2.32 1.65 -5.21  0.419
C: -0.92 2.25 -5.37  0.425
O: -0.41 2.68 -6.44  -0.601
O: -3.33 1.86 -5.89  -0.575
O: 0.16 1.76 -1.93  -0.746
H: 0.90 2.75 -4.35  0.226
H: -3.65 0.48 -3.96  0.212
C: 5.11 -2.64 0.59  -0.639
C: 3.74 -1.88 0.26  -0.058
O: 3.86 -1.23 -1.05  -0.509
C: 2.92 -0.54 -1.75  0.769
O: 1.70 -0.59 -1.55  -0.585
C: 3.55 0.24 -2.92  0.903
F: 4.85 0.19 -2.90  -0.293
F: 3.13 -0.20 -4.12  -0.307
F: 3.14 1.54 -2.79  -0.292
H: 4.82 -3.61 0.98  0.215
H: 5.73 -2.05 1.26  0.218
H: 5.79 -2.68 -0.26  0.223
H: 3.59 -1.09 1.00  0.231
H: 2.90 -2.56 0.12  0.196
C: -3.91 -2.91 0.35  -0.647
C: -3.34 -2.69 -1.07  -0.105
O: -2.17 -3.48 -1.22  -0.451
C: -0.89 -2.89 -1.10  0.778
O: -0.57 -1.73 -0.83  -0.575
C: 0.13 -3.96 -1.40  0.899
F: 1.03 -4.06 -0.41  -0.288
F: -0.44 -5.18 -1.77  -0.311
F: 0.83 -3.51 -2.46  -0.299
H: -4.93 -2.58 0.54  0.228
H: -3.31 -2.42 1.12  0.242
H: -3.94 -3.95 0.66  0.202
H: -3.27 -1.61 -1.18  0.246
H: -4.07 -2.99 -1.82  0.194

HOMO level ... -2.323 eV
Total charge ... -2
E_LUMO ... 2.5 eV


no.,E (eV)
1,-160307.27967
2,-136019.76236
3,-187877.01442
4,-74333.37101
5,-77567.43918